Record 1
Computed, not measured: a single C20H16ClNO5 molecule, with ωB97M-V/def2-TZVPD.

The net charge is 0. For the relative energy (zero: lowest compared OMol25 entry of this formula, charge and spin), the calculation gives 0.00 kcal/mol. As for the SMILES: Cc1cc(OCc2ccc(C(=O)Nc3ccc(C(=O)O)cc3)o2)ccc1Cl. Its maximum force is 0.026 Eh/bohr. For the energy, the calculation gives -1662.9262 a.u. The multiplicity is 1.

XYZ file:
```
43
Properties=species:S:1:pos:R:3:forces:R:3:lowdin_charge:R:1
C 3.7235 -2.9107 -1.8523 -0.002 0.000 -0.007 -0.070
C 3.0566 -2.7962 -0.5189 0.194 0.126 0.176 -0.286
C 1.7721 -3.2877 -0.3204 -0.254 -0.136 0.098 0.030
C 1.1449 -3.1818 0.9145 0.300 0.147 0.079 -0.256
O -0.1117 -3.6377 1.1979 0.090 0.062 0.124 -0.027
C -0.8889 -4.1909 0.1626 -0.250 0.069 0.001 -0.108
C -1.2038 -3.2063 -0.9237 0.049 -0.567 -0.562 -0.254
C -1.4009 -3.3672 -2.2679 0.108 -0.055 0.748 0.000
C -1.6770 -2.0837 -2.7820 -0.044 0.775 0.593 0.033
C -1.6233 -1.2231 -1.7155 -0.138 -0.540 -1.235 -0.164
C -1.8198 0.2342 -1.6722 0.057 0.060 0.308 -0.393
O -2.1091 0.8734 -2.6619 0.009 -0.105 -0.051 0.092
N -1.6395 0.7457 -0.4155 0.110 -0.333 0.281 0.149
C -1.7507 2.0607 0.0199 -0.077 0.488 0.007 -0.204
C -2.0993 3.1112 -0.8290 -0.019 -0.162 -0.216 0.010
C -2.1983 4.3940 -0.3315 0.068 0.076 0.376 0.001
C -1.9530 4.6530 1.0154 -0.005 -0.221 -0.199 -0.145
C -2.0511 6.0107 1.5817 0.060 0.313 0.529 -0.494
O -1.8568 6.2892 2.7404 0.002 -0.070 -0.054 0.100
O -2.3857 6.9471 0.6769 -0.122 0.157 -0.471 0.103
C -1.6033 3.6009 1.8625 -0.060 0.217 -0.108 -0.005
C -1.5028 2.3197 1.3712 -0.018 -0.038 -0.118 -0.009
O -1.3388 -1.9138 -0.5827 -0.012 0.100 0.332 0.097
C 1.8169 -2.5736 1.9738 -0.188 -0.112 -0.124 -0.003
C 3.0927 -2.0835 1.7932 -0.040 -0.038 -0.083 -0.096
C 3.7044 -2.1945 0.5547 -0.225 -0.104 -0.046 -0.624
Cl 5.3063 -1.5686 0.3507 0.199 0.088 0.000 0.695
H 3.9777 -1.9216 -2.2309 0.051 0.017 -0.079 0.080
H 3.0769 -3.4073 -2.5704 -0.039 -0.031 -0.052 0.077
H 4.6512 -3.4741 -1.7612 0.064 -0.013 -0.071 0.079
H 1.2727 -3.7528 -1.1561 -0.035 -0.030 -0.066 0.111
H -1.8136 -4.5072 0.6599 0.183 -0.007 -0.111 0.144
H -0.4102 -5.0772 -0.2753 -0.080 0.128 0.000 0.142
H -1.3557 -4.2863 -2.8153 0.054 -0.238 -0.069 0.116
H -1.8834 -1.8139 -3.7965 -0.052 0.145 -0.198 0.122
H -1.3879 0.0766 0.3017 -0.041 0.070 -0.177 0.143
H -2.2891 2.9107 -1.8700 0.000 0.005 -0.004 0.102
H -2.4682 5.2068 -0.9869 -0.020 0.037 -0.070 0.118
H -2.4328 7.8130 1.1106 0.075 -0.264 0.166 0.131
H -1.4153 3.8148 2.9035 0.017 0.002 0.080 0.121
H -1.2312 1.5057 2.0287 0.030 -0.076 0.074 0.113
H 1.3222 -2.4998 2.9285 -0.059 0.014 0.132 0.119
H 3.6163 -1.6133 2.6104 0.062 0.044 0.065 0.106
```
Forces are in eV/Å.


Record 2
Computed, not measured: a 2-piece molecular cluster, C20H16N3O2 overall, with ωB97M-V/def2-TZVPD.

The net charge is +1. For the relative energy (zero: lowest compared OMol25 entry of this formula, charge and spin), the calculation gives 24.53 kcal/mol. Its maximum force is 0.074 Eh/bohr. For the energy, the calculation gives -1086.0449 a.u. The multiplicity is 1.

XYZ file:
```
41
Properties=species:S:1:pos:R:3:forces:R:3:lowdin_charge:R:1
C 0.8644 -0.3075 1.7900 -0.213 0.236 0.197 0.113
C 1.8454 0.6946 2.0108 0.735 0.420 0.176 -0.197
C 3.2139 0.2675 2.0470 -0.513 -0.028 -0.215 -0.007
C 4.2550 1.1627 2.2220 0.096 0.334 0.079 -0.042
C 3.9891 2.5355 2.3855 -0.213 -0.721 -0.134 -0.007
C 2.6616 2.9836 2.3734 -0.483 -0.189 -0.040 -0.036
C 1.6077 2.0905 2.2004 0.465 0.063 -0.085 0.008
C -0.5535 -0.2437 1.7206 -0.716 -0.241 -0.137 -0.188
C -1.2450 -1.4764 1.4860 0.349 0.296 0.045 0.012
C -2.6248 -1.5320 1.3834 -0.199 0.097 0.008 -0.034
C -3.3901 -0.3598 1.5106 0.533 -0.350 -0.023 -0.008
C -2.7450 0.8602 1.7402 0.436 0.254 0.067 -0.039
C -1.3599 0.9251 1.8481 -0.300 -0.188 -0.086 0.008
H 1.2689 -1.3233 1.7013 -0.100 0.333 -0.089 0.137
H 3.4102 -0.7958 1.9032 0.095 0.277 0.072 0.126
H 5.2854 0.8046 2.2252 -0.335 0.099 0.013 0.123
H 4.8069 3.2443 2.5140 -0.211 -0.210 -0.027 0.126
H 2.4370 4.0449 2.4955 0.113 -0.349 -0.008 0.123
H 0.6005 2.4831 2.1964 0.429 0.048 0.037 0.088
H -0.6437 -2.3817 1.3931 -0.250 0.147 -0.018 0.128
H -3.1175 -2.4889 1.2067 0.157 0.298 0.049 0.124
H -4.4771 -0.3991 1.4346 0.309 -0.014 0.007 0.127
H -3.3231 1.7811 1.8402 0.152 -0.340 -0.019 0.123
H -0.9060 1.8882 2.0370 -0.355 -0.257 -0.065 0.089
C 0.8181 0.7888 -1.3636 1.213 0.283 0.125 -0.102
N 2.1333 0.5519 -1.4378 2.112 1.189 1.237 -0.069
N 3.2859 0.5124 -1.3289 -3.734 -0.207 -0.565 0.260
C -0.0802 -0.0560 -2.0758 -0.985 -1.501 -1.092 -0.224
C -1.4647 0.2659 -2.2187 1.068 0.081 0.425 -0.028
C -2.3246 -0.5765 -2.8934 0.141 -0.891 -0.383 0.014
C -1.8288 -1.7796 -3.4425 1.286 1.226 1.022 -0.155
N -2.7189 -2.6661 -4.1087 -2.265 -2.192 -1.722 -0.320
O -2.2782 -3.7543 -4.5483 -0.598 2.211 0.979 0.063
O -3.9197 -2.3262 -4.2320 2.333 -0.459 0.375 0.058
C -0.4646 -2.1216 -3.3235 -0.795 0.219 -0.118 0.021
C 0.3974 -1.2656 -2.6619 -0.450 0.457 0.221 -0.022
H 0.4625 1.7105 -0.8840 0.730 -0.395 -0.218 0.133
H -1.8320 1.1984 -1.7810 0.060 -0.303 -0.191 0.116
H -3.3825 -0.3530 -3.0126 0.278 0.009 0.035 0.124
H -0.1171 -3.0530 -3.7595 -0.061 0.174 0.061 0.125
H 1.4537 -1.5335 -2.5928 -0.317 0.082 0.006 0.109
```
Forces are in eV/Å.


Record 3
Computed, not measured: C20H17AsBrN2O2S9Tc as an isolated structure, with ωB97M-V/def2-TZVPD.

The net charge is +2. Its maximum force is 0.044 Eh/bohr. For the energy, the calculation gives -9505.9554 a.u. The multiplicity is 1.

XYZ file:
```
53
Properties=species:S:1:pos:R:3:forces:R:3:lowdin_charge:R:1
Tc -1.2901 -0.4264 0.4265 0.336 -0.775 2.109 0.624
O 2.4643 -2.7565 0.6621 -0.265 -0.220 0.498 0.034
C 3.1869 -1.8694 -0.0706 0.366 0.459 -0.484 -0.257
C 4.3844 -2.3124 -0.6316 -0.422 -0.016 0.222 0.004
C 5.1197 -1.4758 -1.4462 -0.143 0.199 -0.046 -0.053
C 4.6655 -0.1915 -1.7196 0.007 0.075 0.001 -0.066
C 3.4961 0.2696 -1.1368 0.103 -0.213 -0.019 -0.032
C 2.7545 -0.5509 -0.2970 -0.411 -0.318 0.192 -0.092
C 1.4918 -0.0826 0.4166 1.303 0.773 0.666 -0.372
O 0.4752 -1.0107 0.3127 -0.772 -0.945 -0.880 -0.391
N 1.0107 1.2031 -0.0605 0.822 0.019 -0.343 0.036
N -0.3192 1.3466 -0.0529 -0.859 0.611 0.195 -0.175
C -0.9090 2.4376 -0.4230 0.720 -0.246 0.164 -0.137
C -2.2981 2.4792 -0.7175 -0.998 0.198 -0.165 -0.483
Br -3.1855 0.7229 -0.5523 -0.164 0.695 -0.557 0.852
C -3.0517 3.4691 -1.2524 0.146 -0.981 0.364 -0.059
C -2.7200 4.8420 -1.5044 0.142 0.775 -0.161 -0.218
C -1.7550 5.5775 -0.7984 -0.214 -0.172 -0.075 -0.029
C -1.5372 6.9036 -1.1093 0.087 0.066 -0.061 -0.052
C -2.2387 7.5113 -2.1440 -0.042 -0.121 0.036 -0.036
C -3.1954 6.7972 -2.8520 0.069 0.108 -0.013 -0.045
C -3.4545 5.4870 -2.5167 0.205 -0.309 0.237 -0.014
H 1.5986 -2.3645 0.8632 0.227 -0.143 -0.109 0.072
H 4.7063 -3.3224 -0.4252 0.026 -0.087 0.015 0.115
H 6.0384 -1.8307 -1.8864 0.083 -0.023 -0.038 0.117
H 5.2157 0.4498 -2.3904 0.079 0.052 -0.002 0.111
H 3.1529 1.2682 -1.3570 0.001 0.111 -0.052 0.105
H 1.7087 0.0163 1.5084 -0.080 -0.176 -0.242 0.165
H 1.6030 2.0158 0.0679 -0.228 -0.021 0.023 0.167
H -0.3274 3.3292 -0.6351 0.039 -0.035 -0.149 0.140
H -4.0482 3.1913 -1.5737 -0.082 -0.091 -0.015 0.115
H -1.2261 5.1360 0.0336 -0.004 -0.008 0.098 0.107
H -0.8198 7.4743 -0.5411 0.075 0.058 0.052 0.116
H -2.0534 8.5459 -2.3838 0.034 0.118 -0.024 0.118
H -3.7402 7.2632 -3.6581 -0.067 0.068 -0.029 0.119
H -4.2072 4.9255 -3.0484 -0.134 -0.018 -0.092 0.120
S -4.6063 -0.5860 2.6552 0.201 -0.449 0.355 -0.040
As -3.7824 -1.9265 3.9291 0.124 0.585 -0.366 0.406
S -1.1846 0.0673 2.6750 -0.280 0.329 -1.829 0.088
S -2.0025 -2.6532 0.8462 -0.347 0.552 -0.086 0.139
S -1.4810 -1.5485 3.8209 -0.402 -0.550 0.425 -0.133
C -0.7528 -5.9841 3.8240 0.003 0.038 -0.193 -0.334
S -1.4521 -5.2856 2.3118 0.769 0.042 -0.606 0.925
C -0.1633 -5.4194 1.1604 -0.073 -0.740 1.720 -0.896
C -0.1804 -4.8389 -0.0835 -0.617 0.876 -1.664 -0.976
S -1.2507 -3.6167 -0.7380 1.182 -0.346 1.126 0.646
S 1.1429 -5.2225 -1.1598 -0.066 -0.178 0.159 0.962
C 2.0811 -6.1136 0.0129 1.085 -0.318 -0.530 -1.425
S 3.5981 -6.6383 -0.2904 -1.079 0.291 0.267 0.734
S 1.2662 -6.3560 1.5377 -0.521 0.466 -0.096 1.012
H -1.5710 -5.9873 4.5401 -0.031 0.011 0.000 0.058
H 0.0556 -5.3544 4.1822 0.086 0.058 0.040 0.061
H -0.4113 -7.0026 3.6680 -0.021 -0.136 -0.037 0.046
```
Forces are in eV/Å.


Record 4
Computed, not measured: C20H17BeBr as an isolated structure, with ωB97M-V/def2-TZVPD.

The net charge is -2. Its maximum force is 0.081 Eh/bohr. For the energy, the calculation gives -3360.9909 a.u. The multiplicity is 1.

XYZ file:
```
39
Properties=species:S:1:pos:R:3:forces:R:3:lowdin_charge:R:1
C 1.4981 -0.0142 -1.7436 1.053 1.110 1.068 -0.204
C 1.2679 1.3553 -1.3392 1.143 -1.207 0.507 -0.249
C 1.7501 1.5099 0.0295 0.602 -1.218 -1.131 -0.263
H 0.8179 2.1433 -1.9533 0.046 -0.527 0.445 0.062
C 2.2972 0.2460 0.4421 -0.063 0.263 -1.579 -0.206
C 2.1287 -0.7090 -0.6382 0.257 1.383 0.019 -0.194
H 2.4427 -1.7679 -0.6159 -0.383 0.750 0.018 0.078
H 1.2936 -0.4266 -2.7426 -0.105 0.175 0.755 0.080
H 1.7111 2.4172 0.6390 -0.137 -0.528 -0.331 0.063
H 2.7707 0.0474 1.4084 -0.390 0.133 -0.535 0.079
Be -0.0263 0.1354 0.1905 -0.389 0.170 1.763 0.103
Br -1.1808 2.1604 0.2921 -0.404 1.649 -0.332 0.270
C -1.9360 -1.1180 0.5379 -0.498 -0.627 -2.038 -0.231
C -0.8999 -2.0930 0.2993 -0.674 0.158 -1.962 -0.193
C -0.4970 -1.9813 -1.0959 -1.561 0.171 1.065 -0.203
H -0.4861 -2.7967 1.0326 -0.176 0.536 -0.415 0.079
C -1.2951 -0.9372 -1.7057 -0.720 -0.638 1.134 -0.208
C -2.2198 -0.4239 -0.7082 1.122 -1.852 0.111 -0.258
H -2.9653 0.3676 -0.8643 0.660 -0.483 0.178 0.045
H -2.4772 -0.9593 1.4685 0.346 -0.086 -0.340 0.075
H 0.2636 -2.6115 -1.5872 -0.409 0.643 0.351 0.076
H -1.2327 -0.5860 -2.7435 0.080 -0.135 0.571 0.070
C -2.4385 1.3247 5.4138 1.186 -0.645 0.089 -0.138
C -2.8204 1.5326 4.0773 0.213 -0.426 -0.957 -0.121
C -2.0969 1.0048 3.0002 -0.348 0.569 0.802 -0.119
C -0.8659 0.2958 3.1854 -0.443 -0.267 3.574 -0.184
C -0.0527 -0.2700 2.2232 1.825 0.017 -3.725 -0.116
C 0.9641 -1.1606 2.5410 -0.433 0.137 2.893 -0.157
C 1.2845 -1.4219 3.9123 -0.309 -0.135 -0.054 -0.111
C 0.5656 -0.8240 4.9354 0.235 0.058 -0.554 -0.106
C -0.5168 0.0339 4.6044 -0.311 -0.086 -0.671 -0.180
C -1.2962 0.5608 5.6576 -1.026 0.828 0.234 -0.095
H -3.0215 1.7351 6.2383 0.089 -0.076 -0.135 0.074
H -3.7284 2.0990 3.8612 0.164 -0.147 0.015 0.082
H -2.4881 1.1855 1.9996 0.288 -0.193 0.463 -0.014
H 1.5781 -1.7008 1.8382 -0.161 0.204 -0.495 0.071
H 2.1023 -2.1149 4.1704 -0.284 0.268 -0.141 0.079
H 0.7923 -0.9980 5.9956 -0.013 0.039 -0.397 0.082
H -0.9925 0.3539 6.6902 -0.073 0.014 -0.264 0.085
```
Forces are in eV/Å.


HOMO-LUMO gap: 8.769 4.798 3.712 5.259 (eV)